Record 1
The following is a quantum chemistry calculation of a structure of composition C24H43N5O7Sb2W, from the OMol25 dataset.

Total charge: +4
Energy relative to the best compared isomer or geometry (same formula, charge and spin), eV: 0.000
Frontier orbital gap, eV: 5.51

Geometry (Å):
W  0.6277  -0.8707  0.3621
O  -0.9174  -0.3673  -1.0755
C  -2.2691  -0.8396  -0.6820
C  -2.0916  -2.2896  -0.3127
N  -0.9817  -2.4908  0.6792
C  -1.3861  -2.3643  2.1052
C  -0.1851  -1.8637  2.8944
O  -0.1700  -1.6214  4.0464
O  0.9523  -1.6448  2.0998
C  -0.3386  -3.8341  0.4739
C  1.0634  -3.6097  -0.0302
O  2.0178  -4.2825  0.1067
O  1.1273  -2.3781  -0.6910
H  -0.9652  0.4318  -1.6189
H  -2.9165  -0.7507  -1.5523
H  -2.6287  -0.2079  0.1254
H  -1.8208  -2.8386  -1.2129
H  -3.0252  -2.7053  0.0714
H  -1.7390  -3.3124  2.5099
H  -2.1844  -1.6343  2.2148
H  -0.8921  -4.4264  -0.2557
H  -0.3034  -4.4047  1.3990
C  4.2044  1.1271  1.1221
Sb  3.4552  -0.8474  1.1025
C  3.6349  -1.6497  3.0426
C  4.8012  -2.0342  -0.0796
C  5.6052  -1.1657  -0.9915
C  6.8790  -0.7588  -0.6028
C  7.6444  0.0619  -1.4188
C  7.1361  0.4912  -2.6362
C  5.8690  0.0890  -3.0333
C  5.0958  -0.7396  -2.2229
C  3.7549  -1.1922  -2.7092
Sb  2.1344  0.0281  -2.0043
C  2.7765  2.0375  -1.9627
C  0.7370  -0.1497  -3.5902
H  4.9966  1.1955  0.3765
H  4.6137  1.3191  2.1125
H  3.4025  1.8284  0.9081
H  4.6708  -1.4721  3.3358
H  3.4420  -2.7191  2.9918
H  2.9526  -1.1636  3.7330
H  4.2184  -2.8164  -0.5625
H  5.4220  -2.5071  0.6836
H  7.2907  -1.1109  0.3364
H  8.6402  0.3512  -1.1118
H  7.7312  1.1184  -3.2858
H  5.4928  0.3951  -4.0032
H  3.4971  -2.2204  -2.4594
H  3.6628  -1.0742  -3.7902
H  2.6844  2.4417  -2.9701
H  3.8205  2.0665  -1.6560
H  2.1587  2.6058  -1.2718
H  1.3126  -0.0825  -4.5139
H  0.0022  0.6543  -3.6027
H  0.2524  -1.1224  -3.5433
N  0.9154  1.6295  3.5873
C  -0.0495  2.2736  2.6955
C  -1.4191  2.5993  3.2953
C  -1.3316  3.7696  4.2823
C  -2.6733  4.0711  4.9499
N  -2.5477  5.2436  5.8149
C  -3.4398  5.6094  6.7464
N  -3.1722  6.6371  7.5425
N  -4.5767  4.9372  6.8903
C  -0.0660  1.2318  1.6072
O  -0.8373  0.2249  1.5755
O  0.8614  1.1732  0.7007
H  0.4700  1.0909  4.3215
H  1.5866  2.2723  3.9839
H  0.4079  3.1686  2.2687
H  -1.8088  1.7073  3.7966
H  -2.1181  2.8470  2.4910
H  -0.9901  4.6610  3.7471
H  -0.5938  3.5522  5.0581
H  -2.9769  3.2204  5.5642
H  -3.4405  4.2403  4.1873
H  -1.8332  5.9179  5.5884
H  -2.2568  7.0546  7.5803
H  -3.8732  7.0190  8.1581
H  -4.9143  4.3101  6.1815
H  -5.2025  5.1411  7.6541

Record 2
The following is a quantum chemistry calculation of a cluster of 3 separate species, C25H49IN in total, from the OMol25 dataset.

Total charge: +1
Frontier orbital gap, eV: 8.37

Geometry (Å):
C  1.9273  -0.3624  1.9011
C  1.2693  -1.3954  1.9711
C  0.5028  -2.7543  1.7558
C  -0.9080  -2.7406  2.5061
C  -2.1127  -3.3476  1.6126
N  -3.0831  -2.2221  1.4385
C  -4.3127  -2.1214  1.8938
C  -5.0903  -3.2132  2.7249
C  -5.0282  -0.7278  1.5428
C  -3.7594  0.2142  1.1549
C  -3.4015  1.0093  2.4825
C  -2.3246  2.1651  2.3100
C  -1.0218  1.7579  1.4985
I  -1.1804  2.3716  -0.6067
C  -2.8079  -0.9515  0.6744
H  2.4143  0.5926  1.5621
H  1.1216  -3.5893  2.1926
H  0.3030  -2.8767  0.6428
H  -0.8505  -3.2436  3.5254
H  -1.1445  -1.6474  2.7338
H  -1.7546  -3.7748  0.6320
H  -2.6271  -4.1365  2.2514
H  -4.8266  -4.2516  2.3429
H  -6.1970  -3.0687  2.4938
H  -4.9118  -3.1525  3.8393
H  -5.8960  -0.7581  0.8223
H  -5.4190  -0.4438  2.5807
H  -4.1451  0.7976  0.2680
H  -4.3697  1.5227  2.8106
H  -3.1422  0.2931  3.3276
H  -2.7858  3.1068  1.8723
H  -1.9886  2.4523  3.3650
H  -0.1645  2.3886  1.9086
H  -0.6981  0.6857  1.6185
H  -3.2384  -1.2293  -0.3524
H  -1.7361  -0.7250  0.4013
C  8.7503  -1.8581  3.9938
C  8.5478  -1.5876  2.5094
C  7.4087  -0.6050  2.2329
C  6.0244  -1.0755  2.6884
C  5.5632  -2.4042  2.0871
C  5.4219  -2.3549  0.5713
H  7.8702  -2.3135  4.4503
H  9.5916  -2.5400  4.1414
H  8.9797  -0.9340  4.5301
H  8.3760  -2.5325  1.9833
H  9.4735  -1.1749  2.0971
H  7.3857  -0.3854  1.1602
H  7.6329  0.3457  2.7282
H  5.2938  -0.2983  2.4361
H  6.0074  -1.1580  3.7801
H  4.5924  -2.6659  2.5213
H  6.2488  -3.2104  2.3661
H  4.6982  -1.5895  0.2765
H  5.0716  -3.3181  0.1935
H  6.3739  -2.1347  0.0841
C  -3.7250  5.2728  -6.8168
C  -3.9932  3.7921  -6.5865
C  -3.8575  3.3834  -5.1188
C  -2.4612  3.5770  -4.5205
C  -1.3380  2.8371  -5.2483
C  -1.5081  1.3230  -5.2260
H  -2.7071  5.5518  -6.5410
H  -3.8633  5.5212  -7.8719
H  -4.4209  5.8886  -6.2413
H  -3.3241  3.1950  -7.2146
H  -5.0093  3.5619  -6.9212
H  -4.1574  2.3349  -5.0160
H  -4.5739  3.9594  -4.5230
H  -2.4837  3.2487  -3.4751
H  -2.2202  4.6446  -4.4932
H  -0.3864  3.0899  -4.7696
H  -1.2592  3.1827  -6.2834
H  -1.5347  0.9528  -4.1967
H  -0.6732  0.8411  -5.7389
H  -2.4275  1.0126  -5.7273

Record 3
The following is a quantum chemistry calculation of a cluster of 2 separate species, C3HO4 in total, from the OMol25 dataset.

Total charge: -1
Energy relative to the best compared isomer or geometry (same formula, charge and spin), eV: 1.915
Frontier orbital gap, eV: 4.60

Geometry (Å):
C  0.1958  0.7274  1.2928
C  -0.2456  1.5450  0.3682
C  -3.9766  -0.4810  0.2966
O  -3.9934  -1.6053  0.1603
O  0.5562  -0.4631  1.4253
O  -0.4119  2.5066  -0.3403
O  -4.0221  0.6184  0.5523
H  -0.2999  1.1437  2.1460

Record 4
The following is a quantum chemistry calculation of a structure of composition C25H40BN6O5PS, from the OMol25 dataset.

Frontier orbital gap, eV: 8.26

Geometry (Å):
C  -1.8145  -1.5477  -1.2443
N  -2.5096  -1.4554  -2.5401
C  -2.5586  -0.0802  -3.0770
B  -2.1098  -2.4510  -3.5153
O  -2.7089  -3.6739  -3.5222
O  -1.1730  -2.2492  -4.5582
P  0.3301  -1.9787  -4.1916
O  1.1580  -2.0826  -5.3645
O  0.4106  -0.5538  -3.5395
O  0.6991  -2.9520  -3.0289
C  1.9277  -3.6980  -3.2666
C  2.1933  -4.6487  -2.1433
C  2.0212  -4.0264  -0.7665
S  1.8409  -5.4341  0.3892
H  -0.7317  -1.5815  -1.3091
H  -2.1761  -2.4208  -0.7157
H  -2.0704  -0.6646  -0.6804
H  -3.5635  0.3070  -2.9831
H  -1.9090  0.5710  -2.5128
H  -2.2894  -0.0403  -4.1244
H  -2.6223  -4.1258  -2.6678
H  0.1439  0.0886  -4.2191
H  1.7866  -4.2662  -4.1665
H  2.7634  -3.0300  -3.4042
H  1.5387  -5.5084  -2.1981
H  3.2003  -5.0311  -2.2103
H  2.9043  -3.4978  -0.4553
H  1.1536  -3.3910  -0.7055
H  1.4247  -4.8625  1.5274
N  -2.9039  1.7375  0.9479
C  -3.6047  2.8841  1.2024
C  -2.7297  3.9344  1.1297
C  -1.4507  3.4008  0.8155
C  -1.5907  2.0440  0.7080
H  -3.2945  0.8135  0.9396
H  -4.6598  2.8538  1.4122
H  -2.9772  4.9722  1.2811
H  -0.5347  3.9510  0.6834
H  -0.8722  1.2746  0.4826
N  2.6857  -5.4571  -6.5036
C  2.0000  -6.6132  -6.7535
C  2.9175  -7.6087  -6.9609
C  4.2079  -7.0286  -6.8276
C  4.0302  -5.7004  -6.5441
H  2.2644  -4.5594  -6.3231
H  0.9238  -6.6281  -6.7629
H  2.6900  -8.6374  -7.1832
H  5.1561  -7.5287  -6.9286
H  4.7411  -4.9116  -6.3695
N  -3.6808  7.4888  2.8583
C  -4.6839  7.6750  1.9446
C  -4.6344  8.9771  1.5272
C  -3.5559  9.6005  2.2129
C  -2.9876  8.6556  3.0240
H  -3.4833  6.6274  3.3342
H  -5.3428  6.8684  1.6729
H  -5.2958  9.4327  0.8099
H  -3.2353  10.6242  2.1203
H  -2.1546  8.7111  3.7030
N  -2.4533  9.5947  7.3627
C  -1.3846  9.0972  8.0576
C  -1.2215  7.7882  7.6940
C  -2.2312  7.4858  6.7396
C  -2.9729  8.6221  6.5556
H  -2.8033  10.5319  7.4342
H  -0.8353  9.7141  8.7471
H  -0.4640  7.1212  8.0690
H  -2.3922  6.5417  6.2463
H  -3.8208  8.8212  5.9230
N  4.6075  -5.7615  2.6283
C  4.7397  -6.6545  3.6541
C  5.9959  -6.5094  4.1808
C  6.6461  -5.4841  3.4435
C  5.7620  -5.0429  2.4947
H  3.7855  -5.6486  2.0563
H  3.9328  -7.3152  3.9205
H  6.4032  -7.0741  5.0022
H  7.6463  -5.1140  3.5925
H  5.8566  -4.2823  1.7389

Record 5
The following is a quantum chemistry calculation of an isolated molecule of C2H4OSi, from the OMol25 dataset.

Energy relative to the best compared isomer or geometry (same formula, charge and spin), eV: 0.841
Frontier orbital gap, eV: 10.45
SMILES string: C#CO[SiH3]

Geometry (Å):
C  -2.3227  0.3442  -0.0228
C  -1.2643  -0.2267  -0.1082
O  -0.0356  -0.7566  -0.0716
Si  1.4665  -0.0789  -0.0527
H  -3.3292  0.4087  0.2585
H  1.2129  1.4468  -0.3074
H  2.2779  -0.6190  -1.1384
H  1.9945  -0.5185  1.4426

Record 6
The following is a quantum chemistry calculation of a structure of composition C36H39N6O2SY, from the OMol25 dataset.

Total charge: +2
Energy relative to the best compared isomer or geometry (same formula, charge and spin), eV: 0.000
Frontier orbital gap, eV: 6.18

Geometry (Å):
Y  -0.0360  -0.2716  0.7889
C  -0.5119  -3.7661  2.3880
C  -0.7503  -2.4743  2.8497
C  0.3275  -1.6379  3.1513
C  1.6402  -2.0892  2.9862
C  1.8648  -3.3944  2.5656
C  0.7930  -4.2266  2.2673
H  -1.3429  -4.4228  2.1684
H  -1.7662  -2.1331  3.0147
H  0.1636  -0.6449  3.5688
H  2.4609  -1.4273  3.2230
H  2.8774  -3.7650  2.4799
H  0.9748  -5.2433  1.9455
N  4.5898  3.9750  -4.3303
C  3.7346  3.6039  -3.3538
C  3.5124  2.2378  -3.0792
C  2.6394  1.8576  -2.0910
C  1.9562  2.8237  -1.3529
C  2.1749  4.1793  -1.6040
C  3.0479  4.5657  -2.5935
S  0.8523  2.3851  -0.1081
O  -0.1995  1.4691  -0.6844
O  0.3555  3.5554  0.5410
N  1.4937  1.3033  0.9080
C  2.2251  1.7816  2.0064
N  2.9734  2.8577  1.8580
C  3.6238  3.2618  2.9460
C  3.5325  2.5901  4.1562
C  2.7162  1.4730  4.1868
N  2.0406  1.0598  3.1122
H  5.1326  3.2965  -4.8322
H  4.7968  4.9436  -4.4965
H  4.0458  1.4862  -3.6464
H  2.5038  0.8009  -1.8913
H  1.6562  4.9221  -1.0162
H  3.2146  5.6172  -2.7821
H  4.2358  4.1493  2.8437
H  4.0667  2.9256  5.0313
H  2.5856  0.8986  5.0969
C  -4.4978  -2.5810  1.1802
C  -4.2827  -1.3248  1.9747
C  -5.1001  -1.0907  3.0811
C  -4.9251  0.0173  3.8858
C  -3.8969  0.9109  3.6209
C  -3.0524  0.7167  2.5381
C  -1.9383  1.6916  2.2849
C  -3.2841  -0.3851  1.7037
N  -2.3843  -0.5950  0.5983
C  -2.8255  -0.6907  -0.6031
C  -4.2131  -0.3839  -1.0491
C  -1.8382  -1.1082  -1.6938
C  -2.4042  -1.5666  -2.9939
N  -0.5958  -1.0829  -1.3925
C  0.4337  -1.2524  -2.3734
C  1.4357  -2.1772  -2.0519
C  1.3720  -2.9182  -0.7521
C  2.4784  -2.3709  -2.9411
C  2.5351  -1.6304  -4.1153
C  1.5690  -0.6824  -4.3856
C  0.4949  -0.4555  -3.5212
C  -0.4706  0.6388  -3.8626
H  -4.6738  -3.4173  1.8558
H  -3.6496  -2.8457  0.5482
H  -5.3790  -2.5016  0.5413
H  -5.8820  -1.8025  3.3116
H  -5.5765  0.1767  4.7327
H  -3.7458  1.7676  4.2635
H  -1.8298  2.3902  3.1131
H  -2.0324  2.2659  1.3618
H  -0.9312  1.2167  2.2876
H  -4.8118  0.0270  -0.2413
H  -4.7059  -1.2721  -1.4454
H  -4.1605  0.3380  -1.8655
H  -3.1488  -2.3412  -2.8023
H  -1.6284  -1.9701  -3.6383
H  -2.9126  -0.7563  -3.5160
H  0.4357  -3.4543  -0.5975
H  1.5178  -2.2326  0.1053
H  2.1938  -3.6249  -0.6500
H  3.2439  -3.1012  -2.7175
H  3.3457  -1.7857  -4.8137
H  1.6410  -0.0842  -5.2848
H  0.0815  1.5006  -4.2373
H  -1.0504  0.9812  -3.0103
H  -1.1522  0.3230  -4.6551